A single C16H20N2O2S molecule. Source: the Open Molecules 2025 dataset; level of theory: ωB97M-V/def2-TZVPD.

## Properties
Net charge: 0
E_tot (Eh): -1279.87365
SMILES: Nc1ccccc1S(=O)(=O)NCCCCc1ccccc1
HOMO-LUMO gap (eV): 9.29
E_HOMO (eV): -8.6
Lowest unoccupied orbital energy (eV): 0.685

Cartesian coordinates (Å):
N1 2.34097 0.18092 -3.36410
C1 3.08787 -0.16099 -2.26772
C2 4.43940 -0.51404 -2.37966
C3 5.15270 -0.93204 -1.27605
C4 4.55244 -1.00793 -0.02539
C5 3.22049 -0.66121 0.10377
C6 2.50200 -0.24838 -1.00127
S1 0.77838 0.15211 -0.78951
O1 0.40286 1.22092 -1.69060
O2 0.49552 0.33581 0.59815
N2 0.05573 -1.28616 -1.31341
C7 -1.29785 -1.13656 -1.83032
C8 -2.22214 -0.58790 -0.74978
C9 -2.26220 -1.48343 0.48448
C10 -3.17767 -0.90730 1.57145
C11 -2.66413 0.41927 2.05579
C12 -3.25116 1.60761 1.64371
C13 -2.74300 2.82699 2.05542
C14 -1.63717 2.87174 2.88548
C15 -1.04745 1.69197 3.30557
C16 -1.55876 0.47599 2.89434
H1 2.85852 0.49259 -4.17090
H2 1.50707 0.71816 -3.14886
H3 4.91609 -0.45154 -3.34706
H4 6.19348 -1.19739 -1.38831
H5 5.11918 -1.33079 0.83303
H6 2.70768 -0.69102 1.05160
H7 0.66263 -1.70573 -2.00400
H8 -1.30894 -0.45467 -2.69275
H9 -1.63338 -2.12613 -2.15504
H10 -1.86520 0.40138 -0.46099
H11 -3.22439 -0.48392 -1.17289
H12 -1.24862 -1.56961 0.87575
H13 -2.61215 -2.48012 0.20329
H14 -3.21914 -1.61162 2.40604
H15 -4.18830 -0.79295 1.17208
H16 -4.11290 1.57906 0.99061
H17 -3.20880 3.74400 1.72288
H18 -1.23549 3.82343 3.20247
H19 -0.18251 1.72092 3.95196
H20 -1.09167 -0.44143 3.22074

Cartesian forces, eV/Å:
-0.099 0.118 -0.389
0.183 -0.157 -0.023
-0.099 0.066 0.017
-0.094 0.064 -0.030
-0.080 -0.002 0.147
0.162 -0.046 0.182
-0.742 0.168 -0.092
0.215 -0.645 -0.337
0.053 0.018 0.032
0.071 -0.097 0.196
0.752 0.464 0.357
-0.559 0.415 -0.135
0.116 -0.366 -0.005
-0.201 0.198 -0.069
0.208 -0.137 -0.081
-0.181 -0.035 0.104
-0.011 -0.027 0.007
-0.010 0.138 -0.037
0.032 0.129 0.028
0.066 -0.007 0.074
-0.082 0.049 0.022
-0.056 -0.048 0.049
0.153 0.063 -0.239
0.040 -0.007 -0.104
0.086 -0.023 -0.021
0.029 -0.025 0.093
0.016 -0.046 0.173
0.229 -0.059 -0.085
-0.051 -0.174 0.042
0.098 0.069 0.023
-0.206 0.092 -0.046
-0.007 0.097 -0.005
-0.018 -0.134 0.062
0.052 -0.068 0.008
-0.091 0.017 -0.007
-0.039 -0.024 0.059
-0.083 -0.026 -0.054
-0.027 0.060 -0.017
0.028 0.060 0.026
0.074 0.001 0.051
0.073 -0.131 0.025